59
Properties=species:S:1:pos:R:3:lowdin_charge:R:1 method="wB97M-V/def2-TZVPD" orbital_gap_ev="7.6204 / 7.4928" multiplicity=2 total_charge=+1 lumo_energy_ev="-3.16 / -3.14" de_lowest_kcal_mol=5.9 s2=1.104 homo_energy_ev="-10.780 / -10.633"
Mn -0.721 -0.893 -0.066 0.52
C -3.404 -1.752 1.152 -0.15
C -2.391 -2.717 1.747 -0.15
N -1.218 -2.890 0.876 -0.09
C -1.378 -3.828 -0.239 -0.17
C -2.218 -3.240 -1.355 -0.16
N -1.803 -1.852 -1.640 -0.10
C -2.920 -0.921 -1.953 -0.15
C -3.370 -0.115 -0.706 -0.16
N -2.714 -0.619 0.513 -0.12
H -4.051 -1.388 1.948 0.14
H -4.040 -2.248 0.424 0.11
H -2.878 -3.672 1.950 0.13
H -2.032 -2.307 2.689 0.13
H -0.447 -3.205 1.446 0.13
H -1.830 -4.771 0.082 0.13
H -0.380 -4.042 -0.619 0.12
H -3.270 -3.248 -1.090 0.11
H -2.109 -3.866 -2.239 0.13
H -1.176 -1.871 -2.428 0.12
H -3.755 -1.471 -2.385 0.12
H -2.569 -0.220 -2.703 0.11
H -4.455 -0.136 -0.609 0.13
H -3.075 0.922 -0.827 0.10
H -2.675 0.123 1.213 0.06
Te 0.025 1.848 -0.983 1.52
C -0.489 3.562 -2.046 -0.90
C -1.614 4.328 -2.062 -0.21
C -1.489 5.450 -2.932 -0.17
C -0.285 5.496 -3.562 -0.40
S 0.726 4.205 -3.083 0.94
H -2.491 4.112 -1.463 0.11
H -2.270 6.188 -3.075 0.11
H 0.075 6.228 -4.275 0.08
C 4.527 1.750 3.695 -0.03
C 4.042 1.101 2.423 -0.24
C 4.204 1.730 1.192 -0.02
C 3.743 1.141 0.027 -0.09
C 3.145 -0.106 0.095 -0.44
C 2.980 -0.763 1.307 -0.08
C 3.430 -0.154 2.461 -0.02
S 2.381 -0.749 -1.366 0.95
C 3.451 -2.140 -1.672 -0.21
O 1.065 -1.430 -0.942 -0.62
H 4.659 2.824 3.568 0.08
H 5.489 1.322 3.989 0.09
H 3.824 1.579 4.510 0.09
H 4.668 2.710 1.149 0.12
H 3.848 1.647 -0.925 0.11
H 2.474 -1.719 1.346 0.12
H 3.278 -0.643 3.418 0.13
H 3.666 -2.642 -0.730 0.07
H 4.364 -1.762 -2.135 0.07
H 2.925 -2.802 -2.362 0.06
O -1.203 2.408 0.516 -0.70
Se -0.680 1.602 1.977 0.86
O 0.291 2.538 2.835 -0.38
O 0.144 0.331 1.242 -0.62
O -2.021 1.037 2.683 -0.41



62
Properties=species:S:1:pos:R:3:lowdin_charge:R:1 method="wB97M-V/def2-TZVPD" orbital_gap_ev=9.3678 lumo_energy_ev=0.07 smiles="O=S1(=O)OCCO1.O=S1(=O)OCCO1.c1ccncc1.c1ccncc1.CC(N)=O.CC(N)=O" homo_energy_ev=-9.302
O 0.580 0.748 -0.362 0.03
C 0.211 -0.369 -0.682 -0.56
N 1.102 -1.256 -1.219 0.18
C -1.152 -0.893 -0.394 -0.01
H 2.014 -0.834 -1.321 0.09
H 1.098 -2.226 -0.948 0.09
H -1.869 -0.130 -0.115 0.05
H -1.094 -1.586 0.454 0.09
H -1.502 -1.493 -1.236 0.09
O 3.101 3.869 -1.454 0.04
C 2.651 4.252 -0.393 -0.59
N 1.826 3.460 0.376 0.15
C 3.015 5.589 0.211 -0.01
H 1.415 2.686 -0.137 0.06
H 1.203 3.931 1.011 0.09
H 3.461 5.417 1.192 0.08
H 2.152 6.243 0.329 0.08
H 3.744 6.064 -0.439 0.08
N -3.851 4.356 1.333 0.06
C -3.324 5.507 0.961 -0.16
C -2.190 5.597 0.179 -0.07
C -1.553 4.430 -0.205 -0.08
C -2.049 3.224 0.253 -0.06
C -3.210 3.243 1.015 -0.15
H -3.840 6.422 1.233 0.10
H -1.786 6.553 -0.130 0.10
H -0.690 4.468 -0.856 0.10
H -1.544 2.312 -0.041 0.08
H -3.717 2.349 1.364 0.09
N 5.134 -0.422 -1.237 0.06
C 4.374 0.416 -0.531 -0.14
C 3.629 0.039 0.582 -0.08
C 3.692 -1.285 0.978 -0.09
C 4.410 -2.173 0.199 -0.09
C 5.168 -1.688 -0.855 -0.16
H 4.288 1.423 -0.932 0.10
H 3.011 0.767 1.088 0.09
H 3.115 -1.628 1.829 0.11
H 4.518 -3.195 0.541 0.09
H 5.760 -2.399 -1.422 0.10
C 1.259 -6.926 -0.318 -0.13
C 0.497 -7.239 0.972 -0.16
O 1.037 -6.367 1.957 -0.18
S 1.456 -4.998 1.279 0.57
O 2.584 -4.464 1.926 -0.20
O 0.324 -4.187 1.012 -0.22
O 1.928 -5.672 -0.078 -0.20
H 0.662 -6.801 -1.216 0.13
H 2.042 -7.662 -0.495 0.13
H 0.630 -8.264 1.309 0.13
H -0.584 -7.101 0.892 0.13
C -5.040 -0.165 0.436 -0.16
C -4.739 -1.313 -0.547 -0.15
O -4.849 -0.757 -1.861 -0.19
S -4.770 0.841 -1.807 0.59
O -5.664 1.366 -2.760 -0.19
O -3.401 1.190 -1.751 -0.21
O -5.442 0.938 -0.367 -0.19
H -4.185 0.050 1.076 0.12
H -5.906 -0.393 1.054 0.13
H -5.415 -2.161 -0.475 0.13
H -3.725 -1.703 -0.453 0.10



58
Properties=species:S:1:pos:R:3:lowdin_charge:R:1 method="wB97M-V/def2-TZVPD" orbital_gap_ev="6.4160 / 6.4165" total_charge=+2 lumo_energy_ev="-7.48 / -7.48" homo_energy_ev="-13.898 / -13.898"
Rh 0.157 0.013 0.061 0.65
C 4.735 -0.750 2.569 -0.40
S 3.560 0.421 3.269 0.93
C 2.191 0.332 2.226 -1.06
S 2.224 -0.630 0.766 0.65
N 1.180 1.056 2.636 -0.06
N 0.133 1.018 1.744 -0.18
C -1.036 1.425 2.118 0.00
C -2.155 1.275 1.163 -0.24
C -3.430 1.744 1.408 0.02
C -4.412 1.510 0.445 -0.01
C -4.081 0.825 -0.709 -0.01
C -2.769 0.394 -0.893 -0.09
N -1.838 0.613 0.024 -0.05
H 5.666 -0.551 3.096 0.05
H 4.889 -0.577 1.507 0.02
H 4.426 -1.774 2.758 0.04
H -1.176 1.801 3.126 0.15
H -3.653 2.270 2.325 0.13
H -5.422 1.862 0.606 0.13
H -4.822 0.610 -1.465 0.12
H -2.455 -0.151 -1.774 0.12
C -1.422 3.917 -2.626 0.00
N -0.467 4.156 -1.542 -0.11
C -0.354 5.335 -0.844 0.00
C 0.635 5.166 0.063 0.00
N 1.123 3.890 -0.101 -0.10
C 2.279 3.362 0.625 0.00
C 0.434 3.277 -1.075 -0.60
Se 0.679 1.526 -1.742 0.85
H -1.834 4.877 -2.923 0.11
H -2.219 3.262 -2.279 0.09
H -0.915 3.466 -3.475 0.09
H -0.975 6.186 -1.057 0.14
H 1.044 5.841 0.793 0.15
H 3.142 3.986 0.403 0.12
H 2.467 2.346 0.290 0.04
H 2.072 3.372 1.692 0.10
C 0.197 -5.064 -2.114 -0.02
N 0.210 -3.624 -1.844 -0.10
C 0.218 -2.801 -3.055 -0.02
C -0.060 -3.043 -0.668 -0.45
O -0.467 -1.824 -0.669 -0.20
N 0.048 -3.672 0.514 -0.10
C -0.532 -3.097 1.724 -0.03
C 0.758 -4.915 0.808 -0.01
H -0.004 -5.188 -3.175 0.10
H -0.601 -5.560 -1.564 0.11
H 1.152 -5.542 -1.908 0.09
H 1.033 -3.137 -3.694 0.10
H 0.372 -1.757 -2.810 0.07
H -0.721 -2.908 -3.599 0.11
H -0.961 -2.119 1.533 0.06
H 0.241 -3.008 2.489 0.10
H -1.317 -3.755 2.100 0.11
H 1.220 -5.354 -0.062 0.06
H 0.070 -5.637 1.250 0.11
H 1.542 -4.695 1.534 0.10



48
Properties=species:S:1:pos:R:3:lowdin_charge:R:1 method="wB97M-V/def2-TZVPD" orbital_gap_ev=9.7565 lumo_energy_ev=0.69 smiles="O=C(O)CCCCCCCCCCCc1ccccc1" de_lowest_kcal_mol=2.5 homo_energy_ev=-9.064
O -5.587 -2.856 0.699 0.11
C -5.099 -2.026 -0.020 -0.55
O -4.809 -2.275 -1.306 0.10
H -5.037 -3.189 -1.534 0.13
C -4.707 -0.631 0.380 -0.10
C -3.205 -0.603 0.693 -0.19
C -2.738 0.755 1.216 -0.21
C -2.925 1.920 0.241 -0.21
C -2.241 1.743 -1.117 -0.21
C -0.734 1.496 -1.048 -0.21
C 0.037 2.653 -0.416 -0.22
C 1.554 2.488 -0.519 -0.22
C 2.085 1.323 0.313 -0.22
C 3.608 1.243 0.274 -0.20
H 4.031 2.169 0.671 0.11
H 3.936 1.143 -0.763 0.11
C 4.145 0.058 1.088 -0.16
C 3.702 -1.252 0.502 -0.25
C 2.632 -1.955 1.040 -0.06
C 2.204 -3.140 0.467 -0.09
C 2.843 -3.640 -0.654 -0.10
C 3.913 -2.950 -1.197 -0.09
C 4.337 -1.765 -0.623 -0.05
H 5.175 -1.231 -1.050 0.11
H 4.419 -3.337 -2.069 0.10
H 2.510 -4.565 -1.101 0.10
H 1.369 -3.674 0.898 0.10
H 2.130 -1.571 1.917 0.11
H 5.237 0.103 1.097 0.11
H 3.793 0.142 2.118 0.11
H 1.756 1.442 1.348 0.12
H 1.675 0.385 -0.064 0.10
H 2.031 3.410 -0.179 0.11
H 1.832 2.340 -1.566 0.12
H -0.250 3.581 -0.918 0.11
H -0.234 2.749 0.637 0.11
H -0.366 1.347 -2.067 0.12
H -0.540 0.577 -0.495 0.10
H -2.706 0.911 -1.651 0.10
H -2.423 2.646 -1.706 0.11
H -2.544 2.825 0.717 0.10
H -3.992 2.078 0.069 0.10
H -3.285 0.987 2.133 0.11
H -1.682 0.674 1.480 0.10
H -2.648 -0.871 -0.205 0.11
H -2.995 -1.358 1.455 0.12
H -4.928 0.045 -0.446 0.12
H -5.277 -0.343 1.264 0.13



no.,molar mass (g/mol),E (Eh)
1,692.07,-5859.65310
2,524.57,-2470.47106
3,604.47,-4469.09864
4,276.42,-853.19455